# 1
Below is a cluster of 9 separate species, C16H50O17 in total, with properties calculated with ωB97M-V with the def2-TZVPD basis set.

The geometry in XYZ format:
```
83
C16H50O17 (ωB97M-V with the def2-TZVPD basis set)
H -0.2875 1.5043 3.1152
H -0.4422 1.9511 -1.6252
C 2.8876 -2.2129 4.2123
H -1.6393 -0.8522 -5.8424
H 3.5783 -3.9627 -3.2356
O -2.3950 -0.6652 -3.6125
H 0.5625 -3.3844 0.7465
H -3.8341 4.7878 2.6588
H -3.6651 2.6733 0.3272
C -0.4122 1.7280 5.0754
H -2.1342 4.1846 -1.6933
O 2.4524 -0.8359 -2.2979
C 0.8043 0.2265 0.1892
H 0.2926 -1.5973 3.5540
O -0.0845 3.3713 -4.2053
H -0.8133 0.5974 -3.4095
C -1.2847 3.8149 -3.5305
O -2.2111 -4.4373 -0.8452
H 0.5821 -0.1392 5.8457
C -0.9404 -0.1454 -5.3951
O 4.7814 -2.4036 -2.8474
C -1.2041 3.7385 -2.0452
H 5.4640 -2.9195 -3.2827
H 1.4473 -2.4495 -3.0470
H -0.7342 -3.2528 -1.6378
H 4.2609 0.1500 0.6547
H 2.8141 -1.5220 5.0522
C 2.1008 -1.9233 2.9518
H -0.8781 0.3494 6.7173
H 1.5519 -5.2778 0.1503
H 3.3601 -0.5249 -2.2666
H -1.0190 2.0480 0.4581
H 4.5804 -1.3802 3.9519
H -2.7647 -4.0472 -1.5256
H -0.6662 -0.4531 1.6967
H -1.3840 4.8833 -3.7223
O -4.2671 4.4914 -0.0169
C -1.1212 -3.5097 -0.6517
H -0.4099 4.2269 -1.4805
H -1.5115 -2.5973 -0.2008
O 4.2245 -2.2708 3.9101
H -2.4638 -1.6125 -3.7518
C -4.0503 3.8138 2.2198
H 1.1470 -0.8082 0.1932
H 2.4040 -2.5135 2.0871
O 0.7066 0.9595 -1.0066
O 0.3923 -0.3484 -5.9434
H 0.0531 2.4390 5.7581
H -3.4919 3.1762 2.9051
C 2.4396 -2.0038 -3.1165
C 3.5409 -3.0259 -2.6795
O -5.4640 3.6437 2.2911
O -0.9224 1.5672 1.2834
H -0.4270 -1.1591 -3.4405
O 0.7354 -2.3126 3.0917
C -0.0277 -4.1290 0.2123
H 2.7982 -3.2158 4.6298
C -1.0476 -0.3672 -3.8598
O -1.0100 -0.7143 4.8971
O 0.2470 1.7860 3.8612
O -1.2984 2.3846 -1.5972
H 2.1983 -0.8871 2.6278
H 1.6207 0.7273 0.7096
H -5.9068 4.1189 1.5842
H -1.8975 -0.5149 4.5902
C -3.5208 3.6479 0.7934
H 4.9975 -0.1842 1.9344
O 4.2047 0.2398 1.6061
H -0.4673 -4.6580 1.0578
H 3.3786 -3.2515 -1.6255
C -0.4120 0.2936 5.7335
H 0.5560 4.0682 -4.0454
C -0.6193 0.2535 0.8680
H -1.3851 -0.0593 0.1583
O 0.8532 -5.0238 -0.4570
H -2.4489 3.8324 0.7214
H 0.6013 -1.2729 -6.0955
H -1.4341 2.0305 4.8467
H -1.2950 0.8652 -5.5974
H -2.2076 3.3780 -3.9120
H 1.4010 0.6220 -1.5771
H -4.7860 3.9970 -0.6555
H 2.6665 -1.7449 -4.1507
```

Summary:
Multiplicity ... 1
HOMO-LUMO gap ... 9.887 eV
Relative energy (zero: lowest compared OMol25 entry of this formula, charge and spin) ... 3.3582 eV
HOMO ... -9.8 eV
Total energy ... -1918.4878 a.u.
F_max ... 3.20 eV Å⁻¹
Structure (SMILES) ... OCCO.OCCO.OCCO.OCCO.OCCO.OCCO.OCCO.OCCO.O

Here are the Löwdin charges for atoms 1 to 6, given in e:
1. H 0.04
2. H 0.02
3. C -0.26
4. H 0.11
5. H 0.12
6. O -0.07



# 2
Below is a cluster of 4 separate species, C24H28N4O5S in total, with properties calculated with ωB97M-V with the def2-TZVPD basis set.

The geometry in XYZ format:
```
62
C24H28N4O5S (ωB97M-V with the def2-TZVPD basis set)
H 0.5953 5.9189 2.3515
C 0.5321 1.4802 -0.6474
H -1.5031 4.5410 2.7996
H 2.9798 -0.8571 -1.3633
C -2.2900 -1.8348 1.2137
C 2.7768 -1.8878 -1.6554
O -0.1398 7.3100 3.6177
H -2.3478 -0.3726 3.1030
H -3.7387 -5.5514 -3.0777
C -0.5791 1.8327 2.1395
H -2.6283 -5.9408 -1.7474
C -3.1089 -6.3337 -2.6469
C -0.4085 0.2609 -0.0931
H 2.0791 7.8088 5.1864
O 2.8687 -4.6256 -2.1475
H 4.7163 -4.6407 -1.3173
O 1.6061 1.2870 -1.2861
C -1.1241 5.7112 0.6989
H 0.3699 4.0252 -2.3155
C 0.7810 6.7282 3.0705
H -0.3817 -1.1314 -1.9936
H 2.0395 8.9909 3.8622
N -3.9405 -7.4648 -2.2837
S -3.5952 -2.7281 -3.4846
C -3.6718 -8.7547 -2.8852
C -0.0240 4.1410 -1.2488
H 3.7839 5.7724 3.3248
C -0.7770 -1.0148 -0.9319
H -2.6531 -9.0599 -2.6328
C -1.9187 -0.5562 2.0529
H -2.9882 -2.6100 1.6694
H 5.8166 -2.9300 -0.4879
N 3.8941 -2.7489 -1.3194
N -2.1029 -3.2469 -1.0128
H -2.3484 -6.6332 -3.3692
H -0.6763 6.4311 -1.4510
H 1.8816 -2.2442 -1.1395
C -0.0150 2.9497 -0.2592
C -0.5843 3.1500 1.2012
H 4.7561 -1.7153 0.2654
O -5.2279 -6.2254 -0.8466
C 2.4764 8.0466 4.1966
H 2.6062 -1.9396 -2.7339
C -0.6037 5.5182 -0.7719
C 5.0583 -2.1697 -0.6817
H -5.5203 -8.2015 -1.1805
H 2.7223 5.5057 1.9213
H 5.4788 -1.4030 -1.3374
H 3.7442 6.9613 1.9928
C -1.1217 4.5016 1.7296
C -1.7346 -2.0468 -0.2335
H -4.3717 -9.5088 -2.5216
H -3.7696 -8.6687 -3.9704
H 3.5616 8.1424 4.2497
H -1.5168 6.7258 1.0328
N 2.1033 6.9957 3.2697
C 3.1470 6.2620 2.5837
C -0.9746 0.4707 1.3635
C -2.5789 -2.9087 -2.1796
C 3.8158 -4.0784 -1.6138
O -0.2745 1.8443 3.3579
C -4.9511 -7.2803 -1.3861
```

Summary:
Multiplicity ... 1
HOMO-LUMO gap ... 7.611 eV
Relative energy (zero: lowest compared OMol25 entry of this formula, charge and spin) ... 13.1012 eV
HOMO ... -8.9 eV
Total energy ... -1924.3840 a.u.
F_max ... 5.49 eV Å⁻¹
Structure (SMILES) ... O=C1c2ccccc2C(=O)c2cc(N=C=S)ccc21.CN(C)C=O.CN(C)C=O.CN(C)C=O

Here are the natural (NBO) charges for atoms 1 to 6, given in e:
1. H 0.13
2. C 0.55
3. H 0.27
4. H 0.22
5. C -0.21
6. C -0.42



# 3
Below is the molecule C3H4O2S2, with properties calculated with ωB97M-V with the def2-TZVPD basis set.

The geometry in XYZ format:
```
11
C3H4O2S2 (ωB97M-V with the def2-TZVPD basis set)
O 1.5900 0.5485 1.2212
C 0.1499 -1.4029 0.1154
H 0.1198 1.7739 -1.5873
S 1.1379 0.0764 -0.0601
O 2.0007 -0.1145 -1.1579
H 0.2869 -2.3669 0.6534
C -1.2764 -0.9187 0.4567
H -0.1344 2.1003 0.1457
H -1.8996 -1.5634 1.0098
S -1.7966 0.5806 -0.2398
C -0.1784 1.2867 -0.5570
```

Summary:
Multiplicity ... 1
HOMO-LUMO gap ... 8.616 eV
Relative energy (zero: lowest compared OMol25 entry of this formula, charge and spin) ... 3.0015 eV
HOMO ... -9.0 eV
Total energy ... -1063.4538 a.u.
F_max ... 7.58 eV Å⁻¹
Structure (SMILES) ... O=S1(=O)C=CSC1

Here are the natural (NBO) charges for atoms 1 to 6, given in e:
1. O -0.92
2. C -0.60
3. H 0.28
4. S 2.17
5. O -0.93
6. H 0.26



# 4
Below is a cluster of 2 separate species, C4H7NO2 in total, with properties calculated with ωB97M-V with the def2-TZVPD basis set.

The geometry in XYZ format:
```
14
C4H7NO2 (ωB97M-V with the def2-TZVPD basis set)
C 1.5606 -1.2854 -0.4015
C 0.7250 -0.0646 -0.4094
H -3.2859 -0.9385 -0.1819
O -2.1142 1.5431 0.1196
H 0.3452 0.2783 -1.3651
H 0.9806 0.4340 1.5949
H 1.6569 -1.7099 -1.4000
H 2.5777 -1.0382 -0.0786
H -0.3458 2.4136 0.2998
C -1.9289 0.3833 0.3035
N -2.2982 -0.7561 -0.0585
H 1.1791 -2.0527 0.2699
O 0.5077 2.0843 0.6198
C 0.4402 0.7090 0.6874
```

Summary:
Multiplicity ... 1
HOMO-LUMO gap ... 8.839 eV
Relative energy (zero: lowest compared OMol25 entry of this formula, charge and spin) ... 3.6758 eV
HOMO ... -9.1 eV
Total energy ... -361.7458 a.u.
F_max ... 5.15 eV Å⁻¹
Structure (SMILES) ... C/C=C/O.N=C=O

Here are the natural (NBO) charges for atoms 1 to 6, given in e:
1. C -0.67
2. C -0.08
3. H 0.41
4. O -0.56
5. H 0.20
6. H 0.18



- The highest relative energy (zero: lowest compared OMol25 entry of this formula, charge and spin) belongs to which entry?
  C24H28N4O5S